[1]
DFT (the ωB97M-V functional and the def2-TZVPD basis) results for a cluster of 2 separate species, CHBrF2N2O2 in total at a distorted geometry.

The spin multiplicity is 3. The energy relative to the best compared isomer or geometry (same formula, charge and spin) is 0.00 kJ/mol. The strongest force on any atom is 0.0725 Eh/bohr. Its total energy is -83596.11035 eV. For the LUMO energy (spin up / spin down), the calculation gives 0.0064 / -0.0961 hartree. The value obtained for the HOMO energy (spin up / spin down) is -10.0 / -11.1 eV. The charge is 0.

Atoms and positions in Å:
C1 -0.029 1.015 -0.301
N1 -0.251 -1.766 -1.008
N2 0.144 0.802 1.067
O1 1.287 0.440 1.327
O2 -0.749 1.014 1.861
F1 1.025 -1.857 -1.262
F2 -0.303 -2.404 0.140
Br1 -1.879 1.469 -0.771
H1 0.755 1.287 -1.054

Forces on atoms 1 to 6 (eV/Å):
-2.69 1.60 -2.02
-0.97 0.06 -0.33
0.88 0.40 0.18
0.27 -0.28 0.40
0.07 -0.31 0.02
1.84 0.30 -1.11



[2]
DFT (the ωB97M-V functional and the def2-TZVPD basis) results for a cluster of 2 separate species, H3NOS in total at a distorted geometry.

The energy relative to the best compared isomer or geometry (same formula, charge and spin) is 223.38 kJ/mol. The strongest force on any atom is 0.1054 Eh/bohr. Its total energy is -14418.16439 eV. For the LUMO energy (spin up / spin down), the calculation gives -0.0167 / -0.0167 hartree. The value obtained for the HOMO energy (spin up / spin down) is -8.1 / -8.1 eV. The charge is 0.

Atoms and positions in Å:
N1 -0.046 0.752 0.213
O1 0.132 -1.761 0.734
S1 1.047 -0.514 0.895
H1 -0.084 1.633 0.761
H2 -0.912 0.272 0.518
H3 0.101 -2.457 -0.475

Cartesian forces, eV/Å:
-0.52 -0.93 0.79
-1.20 -3.62 -3.86
0.70 2.01 -0.33
0.59 -0.80 -0.14
0.08 0.58 -0.48
0.35 2.76 4.02



[3]
DFT (the ωB97M-V functional and the def2-TZVPD basis) results for a structure of composition C3H6N2OS2 at a distorted geometry.

The energy relative to the best compared isomer or geometry (same formula, charge and spin) is 383.43 kJ/mol. The strongest force on any atom is 0.0937 Eh/bohr. Its total energy is -29903.35044 eV. For the LUMO energy, the calculation gives 0.0152 hartree. The value obtained for the HOMO energy is -8.9 eV. The charge is 0.

Atoms and positions in Å:
C1 -0.348 0.159 1.808
C2 -0.695 -1.419 -0.630
C3 -0.227 -0.195 -1.365
H1 1.779 2.325 1.397
H2 1.782 0.814 0.455
H3 -1.128 -0.077 2.569
H4 -1.949 -1.905 -0.518
H5 -0.140 -2.359 -1.102
H6 -0.570 1.017 -3.246
N1 1.646 1.352 1.374
N2 0.413 1.147 1.903
O1 0.741 0.394 -1.005
S1 0.101 -1.451 1.086
S2 -1.405 0.195 -2.727

Forces on atoms 1 to 6 (eV/Å):
-0.07 -2.45 0.61
-1.18 -4.39 1.61
-2.30 -0.72 -0.14
0.63 1.14 -0.43
0.05 1.36 1.77
0.24 1.28 -0.79